No. 1
{
  "formula": "C14H30BNO3",
  "method": "ωB97M-V/def2-TZVPD",
  "total_energy_ev": -23309.6856,
  "total_charge": 0,
  "orbital_gap_ev": 5.2,
  "lumo_energy_ev": -0.345,
  "species": ["C", "C", "C", "C", "C", "N", "C", "C", "C", "O", "C", "C", "B", "O", "C", "C", "H", "H", "H", "H", "H", "H", "H", "H", "H", "H", "H", "H", "H", "H", "H", "H", "H", "H", "H", "H", "H", "H", "H", "H", "H", "C", "C", "O", "H", "H", "H", "H", "H"],
  "coordinates": [[-4.524047, 1.077746, -0.394346], [-3.674464, 1.615888, 0.256832], [-2.639139, 2.270343, 1.054020], [-1.570110, 1.299406, 1.593429], [-1.198981, 0.280988, 0.521246], [0.102032, -0.443589, 0.774519], [1.249520, 0.297520, 0.085486], [1.398589, 1.768083, 0.352040], [0.033984, -1.817955, 0.114847], [-0.514091, -1.682458, -1.139428], [-1.600804, -2.562255, -1.441420], [-2.108023, -2.207765, -2.822681], [0.336968, -0.716349, 2.290579], [-0.662711, -1.350788, 2.947007], [1.666898, -0.380251, 3.023698], [1.742875, -0.993808, 4.428843], [-5.308769, 0.652509, -0.974290], [-3.094212, 2.797875, 1.892611], [-2.148525, 3.026964, 0.435503], [-0.700431, 1.889159, 1.876684], [-1.966050, 0.824964, 2.493444], [-1.088617, 0.785737, -0.435998], [-1.994355, -0.453129, 0.402450], [1.072763, 0.175876, -0.984935], [2.161354, -0.251120, 0.317349], [2.255995, 1.992492, -0.338256], [0.563691, 2.339453, -0.055507], [1.563368, 2.049710, 1.394652], [1.066738, -2.168658, 0.046515], [-0.534264, -2.493693, 0.758276], [-2.388336, -2.439669, -0.688614], [-1.238336, -3.593267, -1.414348], [-1.553426, -2.725517, -3.601266], [-3.156834, -2.497512, -2.904767], [-2.049464, -1.131808, -2.980893], [-1.522958, -1.356780, 2.513627], [2.499933, -0.761775, 2.425714], [1.783709, 0.703580, 3.084493], [0.885056, -0.716605, 5.039996], [2.639613, -0.645375, 4.941482], [1.801059, -2.081227, 4.385247], [3.107435, 1.328998, -4.354026], [2.500339, 1.081241, -2.965512], [2.715342, 2.069928, -2.074534], [4.189421, 1.450947, -4.266737], [2.904584, 0.500625, -5.043650], [2.691815, 2.244908, -4.780470], [2.899649, 0.077169, -2.637784], [1.404219, 0.869246, -3.151128]],
  "forces_ev_per_angstrom": [[-0.086, 0.013, -0.024], [-0.117, -0.008, 0.143], [0.290, 0.066, -0.068], [-0.242, 0.096, -0.036], [0.059, 0.130, 0.107], [0.012, -0.218, 0.142], [0.017, 0.140, -0.332], [0.125, -0.016, 0.074], [0.132, 0.074, -0.137], [0.101, -0.015, -0.040], [0.094, 0.074, -0.149], [-0.291, -0.105, 0.087], [-0.077, 0.078, 0.039], [0.036, 0.313, 0.013], [-0.191, -0.607, 0.185], [0.193, 0.153, 0.026], [0.063, -0.031, 0.004], [-0.044, 0.021, -0.034], [-0.034, -0.032, -0.030], [0.045, -0.030, 0.070], [0.074, -0.074, -0.025], [0.008, -0.101, -0.066], [0.008, -0.027, 0.014], [0.019, -0.021, 0.021], [-0.049, -0.003, 0.128], [-0.259, 0.310, 0.024], [0.012, 0.034, -0.005], [0.094, -0.111, -0.029], [0.022, 0.002, 0.083], [-0.135, 0.053, -0.037], [0.016, -0.003, 0.041], [-0.098, -0.051, 0.099], [0.107, 0.130, -0.022], [0.031, -0.051, -0.063], [0.057, -0.005, -0.003], [0.001, -0.209, -0.047], [0.103, 0.257, -0.055], [0.071, 0.040, -0.176], [-0.030, -0.050, -0.021], [-0.008, -0.011, 0.005], [-0.113, -0.003, 0.006], [-0.003, 0.004, -0.027], [-0.055, -0.153, 0.018], [0.031, -0.126, 0.055], [-0.003, 0.045, 0.011], [-0.016, -0.022, 0.012], [0.033, 0.028, 0.022], [0.009, 0.011, 0.002], [-0.012, 0.010, -0.005]],
  "mulliken_charge": [0.0684, -0.3519, -1.1027, -0.2220, -1.1661, 0.6214, -0.7705, -1.3447, -0.6283, -0.2916, -0.2386, -1.2814, 0.5712, -0.6987, 0.0581, -1.5577, 0.4110, 0.4559, 0.3328, 0.2615, 0.4777, 0.4201, 0.4856, 0.4392, 0.4885, 0.5785, 0.2733, 0.1857, 0.3694, 0.4359, 0.3056, 0.3903, 0.3354, 0.3610, 0.3296, 0.2811, 0.3107, 0.2517, 0.3264, 0.4083, 0.3292, -1.2910, 0.2586, -0.8825, 0.3189, 0.3610, 0.3030, 0.0749, -0.0524]
}


No. 2
{
  "formula": "C14H30Cl2N3OPSn",
  "method": "ωB97M-V/def2-TZVPD",
  "total_energy_ev": -61688.1520,
  "total_charge": 0,
  "orbital_gap_ev": 8.5,
  "lumo_energy_ev": 0.079,
  "species": ["Sn", "Cl", "Cl", "H", "H", "P", "C", "C", "C", "C", "H", "C", "H", "H", "H", "H", "H", "H", "H", "C", "C", "H", "H", "H", "H", "H", "H", "C", "H", "C", "H", "H", "H", "H", "H", "H", "C", "N", "C", "C", "C", "N", "C", "O", "N", "H", "H", "H", "H", "H", "H", "H"],
  "coordinates": [[0.691253, -0.977917, 0.372792], [2.039261, -1.260674, -1.539020], [1.984990, 0.351574, 1.786948], [-0.112562, -2.098305, 1.410349], [-0.963913, -0.675305, -0.129832], [3.342781, -4.309842, 0.573415], [3.702636, -5.271389, -1.023823], [5.068012, -4.364792, 1.294740], [2.611104, -5.807829, 1.463282], [3.740414, -4.233596, -2.137017], [2.797464, -5.892177, -1.140600], [4.910575, -6.205799, -1.137104], [5.867912, -5.673106, -1.091831], [4.852294, -6.696269, -2.119674], [4.936965, -7.008962, -0.396833], [2.885888, -3.555617, -2.059934], [3.690082, -4.756699, -3.099286], [4.653899, -3.623658, -2.106560], [1.851971, -6.161105, 0.736237], [1.896800, -5.260568, 2.703056], [3.484832, -7.023557, 1.813537], [3.772802, -7.618144, 0.947522], [2.893820, -7.689656, 2.450647], [4.391806, -6.765075, 2.364890], [1.241512, -4.426641, 2.430278], [2.610582, -4.908750, 3.459495], [1.278808, -6.058064, 3.131202], [6.021227, -3.403812, 0.570501], [5.402794, -5.395835, 1.108822], [5.127599, -4.112889, 2.807252], [6.256106, -3.675446, -0.463282], [6.968321, -3.401108, 1.124347], [5.625299, -2.380650, 0.562318], [4.573472, -3.209449, 3.086872], [6.180983, -3.960893, 3.074960], [4.762602, -4.935182, 3.429934], [-1.616128, 4.012680, -2.427593], [-1.480664, 3.375782, -1.129216], [-2.048656, 3.982250, -0.054256], [-1.943784, 3.434527, 1.183093], [-1.252954, 2.193884, 1.298031], [-0.774872, 1.533026, 0.247244], [-0.885847, 2.083792, -1.012907], [-0.473759, 1.475596, -2.007106], [-1.135921, 1.636157, 2.545742], [-1.158616, 3.373727, -3.197224], [-1.131830, 4.993799, -2.423734], [-2.672805, 4.169579, -2.660468], [-2.582852, 4.909777, -0.264341], [-2.330935, 3.884141, 2.102029], [-1.434394, 2.247007, 3.301268], [-0.231628, 1.171176, 2.706638]],
  "forces_ev_per_angstrom": [[-2.154, -0.301, -0.811], [-0.349, 0.143, 0.751], [0.031, 0.087, -0.025], [1.239, -0.620, 0.358], [1.025, -0.167, -0.566], [0.896, -1.806, 0.031], [-0.136, 0.573, 0.173], [0.018, -0.248, -0.082], [-0.252, 0.460, -0.023], [-0.231, -0.204, -0.525], [0.195, 0.270, -0.093], [0.030, -0.168, -0.149], [-0.222, -0.064, -0.042], [0.109, 0.120, 0.130], [0.011, 0.246, -0.111], [0.232, -0.202, -0.154], [0.130, 0.262, -0.083], [-0.182, -0.172, -0.004], [0.128, 0.212, 0.431], [-0.253, -0.360, -0.003], [-0.220, 0.036, 0.088], [-0.068, 0.140, 0.026], [0.054, 0.031, 0.045], [-0.119, -0.007, -0.028], [0.081, -0.085, 0.119], [-0.247, -0.119, -0.150], [0.042, 0.179, 0.207], [0.073, 0.124, 0.217], [0.102, 0.349, 0.120], [0.179, 0.238, -0.014], [-0.230, -0.051, 0.168], [-0.046, 0.140, -0.173], [0.077, -0.120, 0.040], [0.094, -0.053, -0.010], [-0.173, 0.043, 0.109], [-0.053, 0.082, -0.279], [0.086, -0.023, -0.611], [-0.206, -0.417, 0.289], [0.180, -0.320, 0.269], [-0.369, 0.294, 0.258], [0.135, -0.444, -0.862], [-0.156, 1.878, 1.046], [0.656, -0.920, -0.856], [-0.632, 1.232, 1.108], [0.756, 0.146, 0.000], [-0.189, 0.232, 0.436], [0.078, -0.182, 0.022], [0.078, -0.146, -0.039], [0.253, -0.191, 0.151], [-0.029, 0.088, -0.645], [0.257, -0.317, -0.217], [-0.710, 0.104, -0.038]],
  "mulliken_charge": [0.8182, -0.3565, -0.4527, -0.0655, -0.0424, 0.5417, 0.4529, 0.8052, 0.4239, -1.2028, 0.3908, -1.4961, 0.2300, 0.4406, 0.2719, 0.1173, 0.4443, 0.2381, 0.3885, -1.3874, -1.4653, 0.2360, 0.4854, 0.2130, 0.2615, 0.2234, 0.4645, -1.6178, 0.2167, -1.7282, 0.2836, 0.4302, 0.3112, 0.3309, 0.4448, 0.3104, -1.0490, 0.0291, -0.3486, -0.7452, 0.8091, 0.0117, 0.3218, -0.6689, -0.3985, 0.3082, 0.3385, 0.3633, 0.4241, 0.2643, 0.2453, 0.1344]
}